# 1
Here is C42H39AsN3O3PS4SbTi as an isolated structure at a distorted geometry from the Open Molecules 2025 dataset. Energies are from ωB97M-V/def2-TZVPD.

Structure (XYZ):
```
95
Properties=species:S:1:pos:R:3:lowdin_charge:R:1
Ti 0.07724 -0.59927 0.14862 0.499
C -5.03995 4.80136 -3.30104 -0.118
C -3.92174 5.43000 -2.77813 -0.100
C -2.97053 4.69818 -2.07150 -0.085
C -3.12485 3.33110 -1.87555 -0.377
C -4.26855 2.71527 -2.39029 -0.119
C -5.21232 3.43487 -3.10456 -0.105
P -1.96790 2.25581 -0.91962 1.094
C -0.72187 3.48075 -0.38677 -0.410
C 0.27390 3.97816 -1.22316 -0.120
C 1.17936 4.91823 -0.75930 -0.104
C 1.10856 5.36232 0.55577 -0.101
C 0.12887 4.86513 1.40157 -0.083
C -0.78361 3.93011 0.92861 -0.153
C -1.12060 1.32886 -2.25077 -0.412
C -1.19725 1.70582 -3.59080 -0.121
C -0.55334 0.96467 -4.57447 -0.117
C 0.15857 -0.16889 -4.19643 -0.115
C 0.21952 -0.53348 -2.85405 -0.154
C -0.40620 0.19390 -1.82073 -0.236
H -5.77672 5.36978 -3.85605 0.089
H -3.77762 6.49422 -2.92201 0.093
H -2.09940 5.20222 -1.66987 0.096
H -4.41314 1.65112 -2.23422 0.100
H -6.08423 2.93052 -3.50318 0.093
H 0.35015 3.61067 -2.23968 0.100
H 1.96067 5.28341 -1.41528 0.097
H 1.83304 6.07754 0.92634 0.094
H 0.08876 5.17790 2.43693 0.102
H -1.52410 3.51265 1.60039 0.083
H -1.76362 2.58583 -3.88204 0.093
H -0.62073 1.26115 -5.61456 0.085
H 0.64926 -0.78263 -4.94484 0.091
H 0.76399 -1.44051 -2.59642 0.086
S 2.45721 1.41234 5.87712 -0.412
Sb 0.53452 0.22086 5.66544 0.159
S 0.01696 0.95238 1.97196 0.030
S 0.12208 -1.03222 2.72099 0.038
S 0.82432 -1.89603 6.54114 -0.424
N -2.19065 -0.86119 0.60292 -0.091
C -2.69621 -2.23858 0.53322 -0.237
C -2.45516 -2.84243 -0.84577 -0.099
C -1.01178 -3.27306 -1.07623 -0.645
O -0.75125 -4.24446 -1.77837 0.014
O -0.13778 -2.55661 -0.45994 -0.197
H -2.20693 -0.50702 1.55539 0.018
H -2.75500 -0.23343 0.04120 0.041
H -3.76686 -2.27746 0.76835 0.106
H -2.16506 -2.81290 1.29562 0.111
H -2.69867 -2.09714 -1.61326 0.118
H -3.09487 -3.71035 -1.01330 0.109
N 2.73582 1.40346 -1.78484 0.001
C 4.07764 1.51015 -1.70220 -0.123
C 4.35030 1.99233 -0.44115 -0.090
C 3.08257 2.12611 0.16762 -0.170
N 2.11805 1.76607 -0.65784 0.037
H 2.17033 1.02767 -2.53153 0.125
H 4.71795 1.23034 -2.52180 0.099
H 5.31756 2.19084 -0.01264 0.081
H 2.82919 2.43597 1.16970 0.106
O 1.94228 -0.97887 0.28853 -0.601
As 2.22017 -2.27130 1.39433 1.160
C 1.21531 -3.82730 1.97747 -0.321
C 0.66300 -3.89471 3.25624 -0.168
C -0.09346 -5.00250 3.61474 -0.075
C -0.32455 -6.01784 2.69789 -0.099
C 0.21221 -5.93785 1.42073 -0.081
C 0.98664 -4.84470 1.05809 -0.104
C 3.46560 -1.65886 2.70844 -0.304
C 4.33840 -0.66753 2.26959 -0.088
C 5.24691 -0.11609 3.15990 -0.089
C 5.26771 -0.53750 4.48195 -0.118
C 4.39414 -1.52225 4.91375 -0.111
C 3.49189 -2.09201 4.02699 -0.114
C 3.47535 -3.21354 0.20322 -0.275
C 3.64157 -2.84200 -1.12311 -0.073
C 4.54573 -3.52672 -1.92956 -0.092
C 5.28686 -4.57932 -1.41536 -0.113
C 5.12772 -4.95056 -0.08508 -0.099
C 4.22451 -4.26815 0.71603 -0.100
H 0.80706 -3.11574 3.99692 -0.014
H -0.50903 -5.04518 4.61347 0.104
H -0.93607 -6.86899 2.97540 0.091
H 0.01587 -6.71181 0.68942 0.100
H 1.36483 -4.77462 0.04741 0.104
H 4.29067 -0.31413 1.24567 0.087
H 5.90953 0.67500 2.82962 0.094
H 5.93297 -0.06253 5.19158 0.096
H 4.35432 -1.80685 5.95624 0.099
H 2.79729 -2.82870 4.40124 0.060
H 3.05639 -2.02112 -1.51608 0.089
H 4.66588 -3.23650 -2.96692 0.094
H 5.98810 -5.11273 -2.04637 0.089
H 5.70429 -5.77098 0.32551 0.093
H 4.10384 -4.56376 1.75370 0.109
```

HOMO-LUMO gap (spin up / spin down): 5.6 / 5.6 eV
E_HOMO (spin up / spin down): -0.06182 / -0.06209 Ha
Max |F|: 1.0 eV/Å
Energy relative to the best compared isomer or geometry (same formula, charge and spin): 122.3 kJ/mol
Spin multiplicity: 2
Total charge: -2
LUMO (spin up / spin down): 3.89 / 3.89 eV
Expectation value of S²: 0.754
Calculated total energy: -7273.669167 Eh

---

# 2
Here is an isolated ion of composition C42H39F6N4S and charge +1 at a distorted geometry from the Open Molecules 2025 dataset. Energies are from ωB97M-V/def2-TZVPD.

Structure (XYZ):
```
92
Properties=species:S:1:pos:R:3:lowdin_charge:R:1
C 4.08199 3.83630 -1.89330 -0.043
N 4.17364 2.39171 -2.03964 -0.121
C 5.32758 1.91513 -2.78089 -0.054
C 5.09116 1.97435 -4.26994 -0.529
F 6.02565 1.32212 -5.01471 0.130
F 3.85900 1.44452 -4.57533 0.113
F 5.06148 3.27468 -4.71738 0.109
C 3.17372 1.55596 -1.60426 -0.202
C 3.22893 0.15288 -1.81364 -0.003
C 2.14234 -0.65514 -1.51266 -0.025
C 0.94689 -0.06852 -1.06970 -0.228
C -0.37362 -0.75356 -0.76135 -0.088
C -1.51140 -0.00463 -1.59104 -0.207
C -2.84441 -0.34990 -1.34849 -0.085
C -3.92031 0.21167 -2.04999 -0.006
C -3.71595 1.07863 -3.16105 -0.211
N -4.76511 1.61684 -3.88154 -0.131
C -4.62608 2.02154 -5.26656 -0.046
C -6.12921 1.67368 -3.36790 -0.054
C -6.30489 2.85474 -2.44703 -0.509
F -7.60084 3.12031 -2.10949 0.128
F -5.59085 2.63799 -1.28327 0.097
F -5.78024 3.99264 -3.03790 0.108
C -2.37351 1.44694 -3.41096 0.014
C -1.32495 0.96241 -2.60935 -0.014
C 0.92971 1.28302 -0.75568 -0.089
C 2.03582 2.08989 -0.95343 0.004
H 3.76541 4.11100 -0.87786 0.085
H 5.04285 4.29824 -2.11163 0.092
H 3.34487 4.26579 -2.60017 0.108
H 6.17727 2.57928 -2.60801 0.143
H 5.55872 0.89458 -2.49402 0.124
H 4.13945 -0.31945 -2.20502 0.113
H 2.21818 -1.75155 -1.55428 0.122
H -0.41360 -1.82537 -1.07063 0.160
H -3.07167 -1.07093 -0.54716 0.119
H -4.93320 -0.02197 -1.73669 0.100
H -4.21173 1.22294 -5.89625 0.103
H -5.61744 2.22076 -5.66589 0.086
H -4.02764 2.93191 -5.39718 0.093
H -6.80386 1.85046 -4.20547 0.136
H -6.39336 0.75163 -2.84098 0.132
H -2.17788 2.15368 -4.21044 0.109
H -0.35790 1.44892 -2.75977 0.114
H 0.01321 1.70485 -0.36066 0.061
H 2.04234 3.11622 -0.61458 0.100
C 2.70243 -5.70511 3.83484 -0.077
C 2.40173 -5.88986 2.48066 -0.069
C 2.05571 -4.78773 1.68996 -0.043
C 2.07197 -3.50386 2.23198 -0.229
C 1.63743 -2.30185 1.36247 -0.162
C 2.74342 -1.23455 1.50054 -0.206
C 2.53473 0.06204 1.97886 -0.041
C 3.63071 0.93364 2.14783 -0.069
C 4.92723 0.43207 2.01480 -0.088
C 5.14709 -0.86795 1.55374 -0.066
C 4.05192 -1.67001 1.19858 -0.035
C 0.20792 -1.82014 1.73917 -0.200
C -0.81877 -2.85640 2.13086 -0.105
C -1.90778 -2.19918 2.95714 -0.080
N -2.14431 -0.80890 2.49499 0.010
C -3.08806 0.05909 3.07654 -0.217
C -3.16030 1.27619 2.39160 -0.412
C -4.15777 2.19594 2.69018 -0.060
C -4.97397 1.96090 3.80011 -0.060
C -4.86369 0.77105 4.53780 -0.052
C -3.93956 -0.21827 4.14850 0.002
S -1.93836 1.35993 1.13940 1.229
C -1.52357 -0.27046 1.43033 -0.518
N -0.50324 -0.86170 0.81351 0.037
C 2.42646 -3.30820 3.57118 -0.031
C 2.72479 -4.40881 4.38061 -0.061
H 2.92490 -6.57055 4.47331 0.110
H 2.41459 -6.89405 2.03626 0.112
H 1.77832 -4.91643 0.64183 0.118
H 1.61150 -2.63571 0.32600 0.120
H 1.52565 0.42507 2.22569 0.110
H 3.44871 1.98460 2.41292 0.111
H 5.76704 1.07265 2.26835 0.103
H 6.15874 -1.27961 1.47534 0.110
H 4.21105 -2.65972 0.72888 0.133
H 0.39632 -1.23079 2.68838 0.161
H -1.24003 -3.33903 1.22690 0.142
H -0.35400 -3.64066 2.74419 0.128
H -2.83970 -2.76598 2.88579 0.139
H -1.63707 -2.12727 4.02471 0.145
H -4.27712 3.05037 2.03261 0.118
H -5.70449 2.70748 4.08647 0.112
H -5.50918 0.61456 5.41118 0.118
H -3.89678 -1.17302 4.69185 0.120
H 2.50600 -2.29219 3.96728 0.125
H 2.96085 -4.25485 5.43912 0.110
```

HOMO-LUMO gap: 7.5 eV
E_HOMO: -0.36548 Ha
Max |F|: 1.9 eV/Å
Energy relative to the best compared isomer or geometry (same formula, charge and spin): 0.0 kJ/mol
Total charge: +1
LUMO: -2.43 eV
Calculated total energy: -2840.085282 Eh